DFT (ωB97M-V with the def2-TZVPD basis set) results for a cluster of 2 separate species, C9H9N3O2 in total in a non-equilibrium geometry.

Last column: natural (NBO) charge in e.
Positions of all 23 atoms, in Å:
O1 -0.169 0.053 -1.642  -0.5290
O2 -1.363 -4.155 -0.432  -0.6266
N1 -0.795 -1.995 -0.845  -0.6556
N2 -0.338 1.380 -0.092  -0.4073
N3 0.839 -3.675 -0.453  -0.6226
C1 0.116 -1.024 -1.186  0.6237
C2 1.840 -2.734 -0.545  0.0313
C3 1.554 -1.438 -0.885  -0.3664
C4 -0.686 3.485 1.498  -0.1873
C5 -0.510 2.267 2.107  -0.2617
C6 -0.255 1.234 1.251  0.0265
C7 -0.466 -3.357 -0.576  0.7843
C8 -0.722 2.501 -0.657  0.0715
C9 -0.798 3.683 0.156  -0.2508
H1 -1.829 -1.885 -0.983  0.4361
H2 -0.800 4.664 -0.272  0.2139
H3 2.258 -0.629 -0.811  0.2415
H4 -0.666 4.429 1.990  0.2087
H5 -0.198 2.277 3.183  0.2212
H6 2.842 -3.166 -0.351  0.2208
H7 -0.811 2.546 -1.776  0.2005
H8 0.034 0.279 1.722  0.1873
H9 0.923 -4.739 -0.401  0.4403

Values from the calculation:
HOMO energy (eV): -7.867
Net charge: 0

---

DFT (ωB97M-V with the def2-TZVPD basis set) results for an isolated molecule of C9H9N3O2 in a non-equilibrium geometry.

Last column: natural (NBO) charge in e.
Positions of all 23 atoms, in Å:
O1 -3.891 -0.502 -0.024  -0.5331
O2 -2.715 1.395 -0.136  -0.6111
N1 -1.632 -0.639 -0.089  -0.6127
N2 0.228 0.859 -0.101  -0.4588
N3 1.862 -0.656 0.043  -0.3022
C1 4.147 -0.269 -0.105  -0.2597
C2 3.928 1.148 0.044  -0.2211
C3 -0.310 -0.363 0.004  0.3078
C4 1.558 0.701 0.003  0.3119
C5 0.670 -1.367 0.045  -0.1913
C6 -2.727 0.181 -0.052  0.8847
C7 2.652 1.636 0.075  -0.2052
C8 3.158 -1.194 -0.074  0.0075
C9 -5.087 0.287 0.064  -0.2617
H1 -5.239 0.650 1.142  0.1947
H2 3.285 -2.288 0.016  0.2252
H3 4.771 1.873 -0.109  0.2287
H4 -1.894 -1.639 0.094  0.4100
H5 -5.123 1.062 -0.727  0.2130
H6 2.497 2.750 0.152  0.2435
H7 -5.901 -0.495 -0.116  0.1923
H8 5.132 -0.667 -0.091  0.2197
H9 0.630 -2.463 -0.058  0.2182

Values from the calculation:
HOMO energy (eV): -7.929
Net charge: 0

---

DFT (ωB97M-V with the def2-TZVPD basis set) results for an isolated molecule of C9H9N3O3 in a non-equilibrium geometry.

Last column: natural (NBO) charge in e.
Positions of all 24 atoms, in Å:
O1 0.634 3.632 2.319  -0.5352
O2 -2.056 3.139 3.060  -0.5269
O3 0.284 -2.055 -1.695  -0.4915
N1 0.634 1.622 1.306  -0.5610
N2 0.535 -0.292 -0.037  -0.4971
N3 -2.016 1.077 2.116  -0.5767
C1 -0.116 0.537 0.850  0.3491
C2 -1.434 2.340 2.365  0.5540
C3 -2.129 -0.814 0.592  -0.1731
C4 -1.446 0.215 1.150  0.0485
C5 1.734 -1.964 -1.832  -0.0704
C6 -0.032 2.644 1.912  0.5564
C7 -0.235 -1.234 -0.717  0.5028
C8 2.189 -0.686 -2.667  -0.6533
C9 -1.500 -1.510 -0.351  -0.2970
H1 -3.091 -1.199 0.922  0.2339
H2 2.030 0.270 -2.073  0.2316
H3 3.295 -0.672 -2.725  0.2143
H4 -1.834 -2.404 -0.775  0.2329
H5 2.186 -1.958 -0.861  0.1913
H6 1.479 1.897 0.898  0.4353
H7 2.060 -2.899 -2.320  0.1928
H8 1.849 -0.721 -3.716  0.2197
H9 -3.020 1.036 2.278  0.4195

Values from the calculation:
HOMO energy (eV): -8.517
Net charge: 0